C15H26CrN2O5 | ωB97M-V/def2-TZVPD

Last column: Löwdin charge in e.
Positions of all 49 atoms, in Å:
Cr (0.013, 0.213, 0.483)  1.03
C (1.707, 1.964, -1.422)  -0.08
C (2.239, 2.059, -0.020)  -0.08
O (1.966, 0.799, 0.643)  -0.22
C (2.882, -0.306, 0.338)  -0.06
C (2.236, -1.239, -0.654)  -0.07
O (0.917, -1.482, -0.084)  -0.25
C (0.022, -2.449, -0.728)  -0.06
C (-1.146, -1.697, -1.312)  -0.06
O (-1.564, -0.769, -0.256)  -0.22
C (-2.796, -0.016, -0.471)  -0.07
C (-2.755, 1.079, 0.567)  -0.07
O (-1.436, 1.708, 0.558)  -0.24
C (-1.249, 2.815, -0.366)  -0.07
C (-0.717, 2.260, -1.661)  -0.09
O (0.383, 1.361, -1.353)  -0.20
H (2.318, 1.330, -2.060)  0.15
H (1.654, 2.952, -1.878)  0.16
H (1.726, 2.817, 0.569)  0.15
H (3.307, 2.269, -0.001)  0.16
H (3.056, -0.811, 1.284)  0.16
H (3.827, 0.084, -0.036)  0.16
H (2.794, -2.173, -0.715)  0.17
H (2.123, -0.814, -1.650)  0.14
H (-0.307, -3.128, 0.055)  0.15
H (0.558, -3.013, -1.489)  0.17
H (-1.961, -2.380, -1.549)  0.17
H (-0.885, -1.119, -2.199)  0.15
H (-3.650, -0.671, -0.307)  0.17
H (-2.820, 0.348, -1.496)  0.14
H (-2.876, 0.668, 1.566)  0.15
H (-3.529, 1.824, 0.395)  0.16
H (-0.542, 3.489, 0.112)  0.15
H (-2.188, 3.347, -0.512)  0.16
H (-0.385, 3.056, -2.325)  0.16
H (-1.456, 1.672, -2.195)  0.13
N (-0.008, -0.819, 6.444)  0.23
C (-0.047, -0.630, 5.143)  -0.24
C (-0.374, 0.640, 4.582)  0.05
C (-0.394, 0.795, 3.241)  -0.08
N (-0.109, -0.227, 2.359)  -0.07
C (0.210, -1.451, 2.896)  -0.07
C (0.234, -1.687, 4.226)  0.05
H (-0.205, -0.072, 7.095)  0.15
H (0.215, -1.720, 6.842)  0.15
H (-0.615, 1.481, 5.219)  0.14
H (-0.652, 1.754, 2.812)  0.13
H (0.433, -2.248, 2.203)  0.12
H (0.464, -2.682, 4.584)  0.14

Values from the calculation:
**LUMO level (spin up / spin down)**: -11.67 / -11.10 eV
**Total charge**: +3
**Strongest force on any atom**: 0.0111 hartree/bohr
**Energy relative to the best compared isomer or geometry (same formula, charge and spin)**: 0.000 eV
**Energy**: -2116.31995 a.u.
**2S+1**: 2
**Kohn-Sham gap (spin up / spin down)**: 6.4 / 7.1 eV


C15H30Cl2LaNP | ωB97M-V/def2-TZVPD

Last column: Löwdin charge in e.
Positions of all 50 atoms, in Å:
La (-0.096, -0.085, 1.535)  0.68
Cl (-1.425, 2.212, 1.239)  -0.37
Cl (1.188, -2.353, 1.336)  -0.39
H (-1.704, -0.946, 1.841)  -0.30
H (1.366, 0.795, 0.742)  -0.28
P (-0.028, 0.309, -1.915)  0.99
C (0.248, 2.035, -2.557)  -0.55
C (1.123, -0.846, -2.844)  -0.56
C (-1.806, -0.080, -2.283)  -0.57
C (1.217, 2.795, -1.639)  -0.16
H (-0.747, 2.504, -2.464)  0.11
C (0.692, 2.066, -4.015)  -0.14
H (1.714, 1.682, -4.124)  0.07
H (0.684, 3.108, -4.364)  0.07
H (0.030, 1.490, -4.669)  0.05
H (0.779, 2.963, -0.647)  0.02
H (1.448, 3.773, -2.082)  0.07
H (2.163, 2.254, -1.506)  0.06
H (-2.321, 0.769, -1.797)  0.09
C (-2.277, -1.367, -1.571)  -0.14
C (-2.089, -0.048, -3.783)  -0.14
H (-2.026, 0.974, -4.176)  0.06
H (-3.108, -0.416, -3.968)  0.07
H (-1.392, -0.682, -4.348)  0.07
H (-1.596, -1.715, -0.775)  0.02
H (-2.421, -2.192, -2.284)  0.07
H (-3.245, -1.177, -1.085)  0.07
C (2.548, -0.551, -2.365)  -0.14
H (1.032, -0.607, -3.915)  0.09
C (0.766, -2.314, -2.620)  -0.13
H (2.933, 0.407, -2.733)  0.06
H (3.227, -1.336, -2.719)  0.07
H (2.599, -0.549, -1.267)  0.05
H (0.801, -2.576, -1.554)  0.04
H (1.511, -2.943, -3.123)  0.07
H (-0.221, -2.581, -3.012)  0.06
N (0.583, 1.166, 3.774)  -0.04
C (0.147, 0.267, 4.790)  -0.34
C (1.108, -0.514, 5.451)  -0.04
C (0.683, -1.426, 6.424)  -0.09
C (-0.682, -1.591, 6.698)  -0.11
C (-1.637, -0.872, 5.967)  -0.08
C (-1.232, 0.042, 4.980)  -0.05
H (1.572, 1.419, 3.774)  0.10
H (-0.025, 1.962, 3.542)  0.04
H (2.159, -0.426, 5.173)  0.11
H (1.426, -2.017, 6.962)  0.10
H (-1.001, -2.300, 7.471)  0.10
H (-2.704, -1.032, 6.161)  0.10
H (-1.964, 0.549, 4.343)  0.10

Values from the calculation:
**LUMO level**: 2.71 eV
**Total charge**: -1
**Strongest force on any atom**: 0.0947 hartree/bohr
**Energy relative to the best compared isomer or geometry (same formula, charge and spin)**: 0.000 eV
**Energy**: -1937.67802 a.u.
**Kohn-Sham gap**: 5.2 eV


Number 1 is which compound? C15H26CrN2O5


Please write out number 2 again, unchanged.
C15H30Cl2LaNP | ωB97M-V/def2-TZVPD

Last column: Löwdin charge in e.
Positions of all 50 atoms, in Å:
La (-0.096, -0.085, 1.535)  0.68
Cl (-1.425, 2.212, 1.239)  -0.37
Cl (1.188, -2.353, 1.336)  -0.39
H (-1.704, -0.946, 1.841)  -0.30
H (1.366, 0.795, 0.742)  -0.28
P (-0.028, 0.309, -1.915)  0.99
C (0.248, 2.035, -2.557)  -0.55
C (1.123, -0.846, -2.844)  -0.56
C (-1.806, -0.080, -2.283)  -0.57
C (1.217, 2.795, -1.639)  -0.16
H (-0.747, 2.504, -2.464)  0.11
C (0.692, 2.066, -4.015)  -0.14
H (1.714, 1.682, -4.124)  0.07
H (0.684, 3.108, -4.364)  0.07
H (0.030, 1.490, -4.669)  0.05
H (0.779, 2.963, -0.647)  0.02
H (1.448, 3.773, -2.082)  0.07
H (2.163, 2.254, -1.506)  0.06
H (-2.321, 0.769, -1.797)  0.09
C (-2.277, -1.367, -1.571)  -0.14
C (-2.089, -0.048, -3.783)  -0.14
H (-2.026, 0.974, -4.176)  0.06
H (-3.108, -0.416, -3.968)  0.07
H (-1.392, -0.682, -4.348)  0.07
H (-1.596, -1.715, -0.775)  0.02
H (-2.421, -2.192, -2.284)  0.07
H (-3.245, -1.177, -1.085)  0.07
C (2.548, -0.551, -2.365)  -0.14
H (1.032, -0.607, -3.915)  0.09
C (0.766, -2.314, -2.620)  -0.13
H (2.933, 0.407, -2.733)  0.06
H (3.227, -1.336, -2.719)  0.07
H (2.599, -0.549, -1.267)  0.05
H (0.801, -2.576, -1.554)  0.04
H (1.511, -2.943, -3.123)  0.07
H (-0.221, -2.581, -3.012)  0.06
N (0.583, 1.166, 3.774)  -0.04
C (0.147, 0.267, 4.790)  -0.34
C (1.108, -0.514, 5.451)  -0.04
C (0.683, -1.426, 6.424)  -0.09
C (-0.682, -1.591, 6.698)  -0.11
C (-1.637, -0.872, 5.967)  -0.08
C (-1.232, 0.042, 4.980)  -0.05
H (1.572, 1.419, 3.774)  0.10
H (-0.025, 1.962, 3.542)  0.04
H (2.159, -0.426, 5.173)  0.11
H (1.426, -2.017, 6.962)  0.10
H (-1.001, -2.300, 7.471)  0.10
H (-2.704, -1.032, 6.161)  0.10
H (-1.964, 0.549, 4.343)  0.10

Values from the calculation:
**LUMO level**: 2.71 eV
**Total charge**: -1
**Strongest force on any atom**: 0.0947 hartree/bohr
**Energy relative to the best compared isomer or geometry (same formula, charge and spin)**: 0.000 eV
**Energy**: -1937.67802 a.u.
**Kohn-Sham gap**: 5.2 eV


What did the second record say?
C15H30Cl2LaNP | ωB97M-V/def2-TZVPD

Last column: Löwdin charge in e.
Positions of all 50 atoms, in Å:
La (-0.096, -0.085, 1.535)  0.68
Cl (-1.425, 2.212, 1.239)  -0.37
Cl (1.188, -2.353, 1.336)  -0.39
H (-1.704, -0.946, 1.841)  -0.30
H (1.366, 0.795, 0.742)  -0.28
P (-0.028, 0.309, -1.915)  0.99
C (0.248, 2.035, -2.557)  -0.55
C (1.123, -0.846, -2.844)  -0.56
C (-1.806, -0.080, -2.283)  -0.57
C (1.217, 2.795, -1.639)  -0.16
H (-0.747, 2.504, -2.464)  0.11
C (0.692, 2.066, -4.015)  -0.14
H (1.714, 1.682, -4.124)  0.07
H (0.684, 3.108, -4.364)  0.07
H (0.030, 1.490, -4.669)  0.05
H (0.779, 2.963, -0.647)  0.02
H (1.448, 3.773, -2.082)  0.07
H (2.163, 2.254, -1.506)  0.06
H (-2.321, 0.769, -1.797)  0.09
C (-2.277, -1.367, -1.571)  -0.14
C (-2.089, -0.048, -3.783)  -0.14
H (-2.026, 0.974, -4.176)  0.06
H (-3.108, -0.416, -3.968)  0.07
H (-1.392, -0.682, -4.348)  0.07
H (-1.596, -1.715, -0.775)  0.02
H (-2.421, -2.192, -2.284)  0.07
H (-3.245, -1.177, -1.085)  0.07
C (2.548, -0.551, -2.365)  -0.14
H (1.032, -0.607, -3.915)  0.09
C (0.766, -2.314, -2.620)  -0.13
H (2.933, 0.407, -2.733)  0.06
H (3.227, -1.336, -2.719)  0.07
H (2.599, -0.549, -1.267)  0.05
H (0.801, -2.576, -1.554)  0.04
H (1.511, -2.943, -3.123)  0.07
H (-0.221, -2.581, -3.012)  0.06
N (0.583, 1.166, 3.774)  -0.04
C (0.147, 0.267, 4.790)  -0.34
C (1.108, -0.514, 5.451)  -0.04
C (0.683, -1.426, 6.424)  -0.09
C (-0.682, -1.591, 6.698)  -0.11
C (-1.637, -0.872, 5.967)  -0.08
C (-1.232, 0.042, 4.980)  -0.05
H (1.572, 1.419, 3.774)  0.10
H (-0.025, 1.962, 3.542)  0.04
H (2.159, -0.426, 5.173)  0.11
H (1.426, -2.017, 6.962)  0.10
H (-1.001, -2.300, 7.471)  0.10
H (-2.704, -1.032, 6.161)  0.10
H (-1.964, 0.549, 4.343)  0.10

Values from the calculation:
**LUMO level**: 2.71 eV
**Total charge**: -1
**Strongest force on any atom**: 0.0947 hartree/bohr
**Energy relative to the best compared isomer or geometry (same formula, charge and spin)**: 0.000 eV
**Energy**: -1937.67802 a.u.
**Kohn-Sham gap**: 5.2 eV